# C41H49BHfO2P2

A molecular structure, C41H49BHfO2P2 (wB97M-V/def2-TZVPD, the Open Molecules 2025 dataset).

Cartesian coordinates (Å):
Hf  -1.231  0.823  -2.620
C  -2.703  1.057  -3.974
C  -2.204  -0.371  -4.048
C  -1.166  -0.735  -5.094
C  0.232  -0.027  -4.986
C  0.548  0.748  -3.717
C  0.081  2.167  -3.487
C  -0.759  2.800  -4.568
C  -2.133  2.093  -4.922
C  0.119  0.945  1.584
H  -3.707  1.238  -3.514
H  -2.911  -1.190  -3.781
H  -1.568  -0.598  -6.109
H  -0.991  -1.821  -5.077
H  0.988  -0.828  -5.024
H  0.412  0.533  -5.920
H  1.493  0.434  -3.213
H  0.752  2.814  -2.860
H  -0.205  2.894  -5.516
H  -0.964  3.848  -4.324
H  -2.897  2.880  -5.023
H  -2.034  1.715  -5.950
H  -0.441  1.689  1.004
H  0.155  0.035  0.988
H  1.159  1.270  1.681
P  0.416  -2.213  -0.102
P  2.922  -0.902  -0.257
C  1.421  -2.748  -1.557
C  2.645  -2.052  -1.634
C  -1.151  -3.114  -0.181
C  -1.955  -3.585  -1.263
C  -3.165  -4.262  -1.008
C  -3.655  -4.430  0.296
C  -2.956  -3.835  1.363
C  -1.745  -3.194  1.130
C  -2.248  1.914  -0.891
C  -2.041  3.299  -0.862
C  -3.081  4.131  -0.376
C  -4.258  3.540  0.101
C  -4.440  2.151  0.115
C  -3.404  1.315  -0.368
C  4.525  -1.486  0.446
C  4.491  -2.708  1.153
C  5.685  -3.330  1.516
C  6.911  -2.718  1.242
C  6.943  -1.463  0.628
C  5.749  -0.826  0.262
C  3.348  0.728  -0.994
C  3.115  1.934  -0.295
C  3.315  3.150  -0.936
C  3.780  3.193  -2.255
C  4.064  1.996  -2.929
C  3.849  0.771  -2.297
H  1.275  -3.637  -2.210
H  3.548  -2.337  -2.193
H  -1.642  -3.410  -2.294
H  -3.751  -4.698  -1.828
H  -4.546  -5.035  0.512
H  -3.358  -3.907  2.378
H  -1.224  -2.671  1.941
H  -1.124  3.746  -1.262
H  -2.957  5.226  -0.374
H  -5.062  4.187  0.478
H  -5.383  1.720  0.488
H  -3.523  0.227  -0.387
H  3.531  -3.169  1.392
H  5.658  -4.298  2.015
H  7.843  -3.216  1.518
H  7.896  -0.977  0.426
H  5.783  0.170  -0.183
H  2.778  1.907  0.743
H  3.110  4.088  -0.404
H  3.932  4.149  -2.759
H  4.444  2.016  -3.948
H  4.044  -0.163  -2.825
C  -0.485  -1.464  5.770
C  -1.237  -0.708  4.684
C  -2.546  -1.440  4.384
O  -0.416  -0.712  3.490
B  -0.528  0.552  2.928
O  -1.263  1.462  3.649
C  -1.441  0.865  4.944
C  -2.807  1.292  5.432
C  -0.372  1.449  5.871
H  -0.337  -2.506  5.465
H  -1.054  -1.477  6.709
H  0.503  -1.031  5.967
H  -2.337  -2.459  4.036
H  -3.163  -1.524  5.288
H  -3.132  -0.929  3.606
H  -2.980  0.903  6.440
H  -2.846  2.386  5.465
H  -3.600  0.935  4.765
H  0.640  1.131  5.583
H  -0.415  2.543  5.816
H  -0.562  1.146  6.906

Its LUMO energy (spin up / spin down) is -8.42 / -8.24 eV. The total charge is +2. Its largest force on an atom is 0.1212 hartree/bohr. As for the spin multiplicity: 1. Its energy is -2497.016620 a.u. The calculation puts the orbital gap (spin up / spin down) at 0.17477 / 0.18485 Eh.